[1]
{"formula": "C26H19BrN2NiPSe", "method": "ωB97M-V with the def2-TZVPD basis set", "symbols": ["Ni", "C", "C", "C", "C", "C", "C", "P", "C", "C", "C", "C", "C", "C", "C", "C", "C", "C", "C", "C", "H", "H", "H", "H", "H", "H", "H", "H", "H", "H", "H", "H", "H", "H", "N", "C", "H", "Br", "C", "C", "C", "C", "C", "C", "H", "H", "H", "H", "Se", "C", "N"], "coordinates": [[-0.58002, 0.15342, 0.33823], [3.46772, -5.57191, -0.93603], [3.32988, -4.60310, -1.91613], [2.53026, -3.49526, -1.69440], [1.85894, -3.35146, -0.48474], [1.99402, -4.33752, 0.49033], [2.80387, -5.43622, 0.27297], [0.75872, -1.93772, -0.07855], [0.47886, -1.19411, -1.80571], [1.53899, -0.38670, -2.44236], [1.60164, -0.29553, -3.77402], [0.75669, -1.10626, -4.62608], [-0.07123, -2.03501, -4.14291], [-0.29841, -2.22192, -2.66956], [1.94410, -0.75186, 0.64314], [3.27373, -0.99181, 0.96207], [4.00300, 0.01486, 1.57201], [3.39774, 1.22943, 1.85267], [2.06716, 1.45984, 1.52814], [1.29383, 0.46413, 0.93652], [4.10313, -6.42864, -1.11084], [3.84902, -4.71510, -2.85878], [2.43717, -2.73831, -2.46022], [1.46369, -4.21856, 1.42664], [2.91647, -6.19313, 1.03894], [2.19617, 0.17879, -1.79263], [2.30900, 0.36546, -4.25461], [0.87051, -0.96757, -5.69333], [-0.64864, -2.67465, -4.79640], [-0.20144, -3.28417, -2.39526], [3.72926, -1.95289, 0.75533], [5.04429, -0.14281, 1.83279], [3.96146, 2.00641, 2.35569], [1.62516, 2.41864, 1.76468], [-1.56413, -1.59190, -2.29558], [-0.88898, -0.53018, -1.63321], [-2.27421, -2.13708, -1.81911], [-3.14038, 5.13923, -1.51605], [-2.41547, 3.37884, -1.51790], [-3.26291, 2.30666, -1.78242], [-2.74552, 1.04053, -1.83769], [-1.35868, 0.79935, -1.61889], [-0.51238, 1.92846, -1.37599], [-1.05215, 3.19734, -1.32952], [-4.32005, 2.47057, -1.93613], [-3.38458, 0.19405, -2.04598], [0.56648, 1.80828, -1.34743], [-0.41185, 4.05071, -1.15600], [-2.51803, 2.49370, 3.92443], [-1.93889, 1.42153, 2.69686], [-1.60187, 0.65433, 1.88000]], "lowdin_charge": [0.36, -0.11, -0.09, -0.08, -0.38, -0.11, -0.10, 1.13, -0.43, -0.07, -0.09, -0.09, -0.03, -0.29, -0.41, -0.11, -0.12, -0.12, -0.11, -0.20, 0.09, 0.10, 0.10, 0.10, 0.10, 0.11, 0.10, 0.09, 0.10, 0.13, 0.09, 0.09, 0.09, 0.09, 0.07, -0.34, 0.12, 0.68, -0.69, -0.14, -0.02, -0.24, -0.06, -0.12, 0.10, 0.11, 0.10, 0.10, 0.43, -1.00, -0.01], "charge": -1, "relative_energy_kcal_mol": 43.4, "e_tot_ha": -7936.7387, "max_force_ev_per_a": 1.98, "multiplicity": 3, "orbital_gap_ev": [6.2659, 6.6032]}

[2]
{"formula": "C26H19Cl60NO3PS", "method": "ωB97M-V with the def2-TZVPD basis set", "symbols": ["C", "C", "N", "C", "C", "C", "C", "C", "C", "C", "C", "O", "C", "P", "O", "O", "S", "H", "H", "H", "H", "H", "H", "H", "H", "H", "H", "H", "H", "H", "H", "H", "H", "H", "H", "H", "C", "Cl", "Cl", "Cl", "Cl", "C", "Cl", "Cl", "Cl", "Cl", "C", "Cl", "Cl", "Cl", "Cl", "C", "Cl", "Cl", "Cl", "Cl", "C", "Cl", "Cl", "Cl", "Cl", "C", "Cl", "Cl", "Cl", "Cl", "C", "Cl", "Cl", "Cl", "Cl", "C", "Cl", "Cl", "Cl", "Cl", "C", "Cl", "Cl", "Cl", "Cl", "C", "Cl", "Cl", "Cl", "Cl", "C", "Cl", "Cl", "Cl", "Cl", "C", "Cl", "Cl", "Cl", "Cl", "C", "Cl", "Cl", "Cl", "Cl", "C", "Cl", "Cl", "Cl", "Cl", "C", "Cl", "Cl", "Cl", "Cl"], "coordinates": [[3.93754, -2.16534, 3.78027], [3.13906, -2.53299, 2.52420], [1.73530, -2.07341, 2.59583], [1.47879, -0.95879, 1.91543], [0.23687, -0.38673, 1.91432], [-0.78530, -0.95603, 2.64627], [-2.13297, -0.31113, 2.62883], [-0.51219, -2.14555, 3.36711], [-1.64757, -2.74728, 4.16637], [-2.71386, -3.48234, 3.29551], [-2.31378, -3.77309, 1.85798], [-3.94611, -2.77280, 3.22632], [0.76379, -2.71175, 3.31924], [1.03025, -4.27781, 4.27735], [0.94183, -3.78445, 5.79467], [2.53329, -4.82030, 4.19263], [-0.20630, -5.66941, 3.82785], [3.97004, -2.96773, 4.50972], [3.50300, -1.28574, 4.25674], [4.96647, -1.93431, 3.51406], [3.22497, -3.57920, 2.26360], [3.62014, -1.99440, 1.71439], [2.28941, -0.52165, 1.34805], [0.08949, 0.52000, 1.34442], [-2.51601, -0.12513, 3.62907], [-2.04024, 0.64551, 2.11582], [-2.85006, -0.90562, 2.06644], [-2.15930, -1.90354, 4.63371], [-1.27450, -3.36607, 4.97293], [-2.92003, -4.44040, 3.77972], [-2.49322, -2.91003, 1.21479], [-2.95322, -4.56697, 1.47548], [-1.29010, -4.11778, 1.74943], [-4.11060, -2.30106, 4.05007], [1.71408, -4.10664, 6.28858], [2.66151, -5.32474, 3.37441], [3.73378, 1.93567, -1.26475], [3.37527, 0.61522, -0.10506], [2.89530, 3.38939, -0.72974], [5.47298, 2.19699, -1.30555], [3.16284, 1.46478, -2.85671], [3.58807, 6.12434, -3.92725], [4.12421, 7.02487, -5.34456], [4.79200, 4.89275, -3.52613], [3.38804, 7.21035, -2.54943], [2.03956, 5.34361, -4.28441], [6.07240, -4.50947, 0.60597], [4.95631, -5.43670, -0.39679], [7.72840, -4.92603, 0.20380], [5.81445, -2.77570, 0.32540], [5.76265, -4.88051, 2.31508], [5.41938, 4.82035, 2.14381], [7.10464, 5.02804, 2.62071], [5.21724, 5.33020, 0.46738], [4.97453, 3.10972, 2.30685], [4.38123, 5.79249, 3.18777], [-3.77375, 2.06834, 6.29505], [-2.38624, 2.71108, 5.40313], [-4.25540, 0.52036, 5.56995], [-3.32644, 1.80820, 7.97776], [-5.11772, 3.19691, 6.19636], [1.98004, 1.24097, -6.73066], [0.55234, 0.22452, -6.51800], [2.23523, 1.56165, -8.44297], [1.76011, 2.76744, -5.86141], [3.39634, 0.41516, -6.06171], [8.11286, 6.96269, -2.92804], [9.70720, 7.73234, -3.01035], [7.72866, 6.57804, -1.24620], [6.87276, 8.04677, -3.55071], [8.13681, 5.47929, -3.88708], [-1.50006, -0.33210, -10.28382], [-2.93979, -1.32811, -10.05094], [-1.26225, -0.03026, -12.00536], [-1.70610, 1.20693, -9.43897], [-0.09014, -1.17436, -9.63225], [-7.74904, -3.53825, 1.98768], [-6.55692, -4.84074, 2.13311], [-8.28277, -3.42120, 0.30824], [-9.12575, -3.89000, 3.02776], [-7.00328, -2.01195, 2.47787], [-2.89749, -5.27806, -2.06945], [-4.29625, -5.52392, -1.01745], [-2.73813, -6.64049, -3.16955], [-3.11668, -3.79140, -2.99654], [-1.43545, -5.13886, -1.07537], [-10.67321, -0.00570, 3.57897], [-10.26905, -0.99381, 4.98844], [-10.32924, -0.91089, 2.10378], [-12.38338, 0.42033, 3.62932], [-9.69520, 1.46828, 3.60178], [-8.84989, -6.75796, 6.38529], [-7.71551, -6.05449, 5.22842], [-10.22048, -5.66029, 6.59129], [-9.42460, -8.31032, 5.77609], [-8.04460, -6.99320, 7.93944], [-6.18666, -6.52531, -5.82962], [-7.91176, -6.44402, -6.18858], [-5.49563, -7.97375, -6.56592], [-5.37852, -5.09289, -6.47808], [-5.94430, -6.58600, -4.08064], [9.20758, 10.70482, -6.64139], [9.39811, 9.69124, -5.20448], [9.70767, 9.79805, -8.07134], [7.50644, 11.16654, -6.80040], [10.19999, 12.15539, -6.48307], [2.93360, 11.24349, -4.05901], [3.04824, 12.75866, -4.95272], [2.53104, 11.57714, -2.37182], [1.67758, 10.22562, -4.77361], [4.48098, 10.39455, -4.13344]], "lowdin_charge": [-0.06, -0.20, -0.02, -0.03, 0.05, -0.14, -0.01, -0.13, -0.10, -0.41, -0.09, -0.10, -0.13, 0.24, -0.16, -0.22, 0.47, 0.06, 0.09, 0.08, 0.08, 0.06, 0.00, 0.14, 0.03, 0.10, 0.10, 0.11, 0.07, 0.12, 0.09, 0.05, 0.02, 0.07, 0.10, 0.08, -2.01, 0.55, 0.52, 0.54, 0.53, -2.02, 0.53, 0.49, 0.52, 0.50, -2.04, 0.54, 0.57, 0.55, 0.55, -2.04, 0.54, 0.47, 0.49, 0.54, -2.05, 0.52, 0.53, 0.55, 0.55, -2.03, 0.51, 0.54, 0.47, 0.51, -2.02, 0.51, 0.51, 0.48, 0.52, -2.06, 0.52, 0.53, 0.51, 0.50, -2.03, 0.51, 0.54, 0.49, 0.53, -2.04, 0.52, 0.53, 0.53, 0.54, -2.05, 0.51, 0.50, 0.54, 0.52, -2.06, 0.48, 0.52, 0.53, 0.53, -2.06, 0.53, 0.53, 0.52, 0.49, -2.05, 0.47, 0.53, 0.51, 0.53, -2.05, 0.54, 0.53, 0.52, 0.47], "charge": 1, "e_tot_ha": -29633.3150, "max_force_ev_per_a": 1.78, "orbital_gap_ev": 8.2892}

[3]
{"formula": "C26H19IN10ORuS5", "method": "ωB97M-V with the def2-TZVPD basis set", "symbols": ["Ru", "C", "N", "C", "N", "C", "N", "C", "C", "C", "C", "C", "C", "C", "N", "N", "C", "O", "C", "C", "C", "C", "C", "C", "N", "C", "N", "C", "N", "C", "H", "H", "H", "H", "H", "H", "H", "H", "H", "H", "H", "H", "H", "H", "H", "H", "S", "C", "S", "C", "C", "S", "S", "S", "I", "C", "C", "N", "N", "C", "H", "H", "H"], "coordinates": [[0.92552, 0.51051, -2.45188], [-4.25585, -0.85760, -1.49371], [-3.15481, -0.27497, -2.25521], [-1.90211, -0.69932, -2.36892], [-1.19047, 0.19970, -3.04219], [-2.09906, 1.18280, -3.31111], [-3.29563, 0.92268, -2.85760], [-4.27449, -0.31580, -0.08360], [-5.33703, 0.44966, 0.37466], [-5.33948, 0.93292, 1.67821], [-4.27756, 0.67296, 2.52583], [-3.20093, -0.07901, 2.06025], [-3.20962, -0.57877, 0.76469], [-2.05189, -0.33154, 2.92031], [-1.88849, -0.03655, 4.16439], [-0.62396, -0.46572, 4.50976], [-0.10966, -0.99175, 3.45035], [-0.95937, -0.93959, 2.39716], [1.21037, -1.58525, 3.27759], [2.12173, -1.56102, 4.32861], [3.37847, -2.11377, 4.14679], [3.72430, -2.68887, 2.93226], [2.80965, -2.72701, 1.88567], [3.20245, -3.39959, 0.58873], [2.43888, -2.90182, -0.54565], [2.43704, -1.66752, -1.02737], [1.58497, -1.58605, -2.04160], [1.07519, -2.84957, -2.12367], [1.56717, -3.67097, -1.23120], [1.55386, -2.16960, 2.06172], [-4.12346, -1.93910, -1.49355], [-5.17729, -0.61166, -2.01435], [-1.53874, -1.64327, -1.99822], [-1.86782, 2.07206, -3.87299], [-6.16571, 0.67610, -0.28496], [-6.17405, 1.52498, 2.02839], [-4.26569, 1.04230, 3.54219], [-2.36571, -1.16941, 0.42608], [1.83319, -1.11552, 5.27078], [4.09777, -2.09191, 4.95413], [4.71529, -3.10805, 2.80190], [3.02832, -4.47317, 0.63474], [4.26160, -3.23342, 0.39308], [3.06999, -0.87937, -0.66075], [0.36094, -3.16389, -2.86666], [0.82227, -2.18224, 1.26287], [5.02927, 2.58509, 3.21425], [4.11601, 2.19649, 1.93617], [2.41163, 1.83277, 2.04155], [2.14716, 1.51293, 0.35590], [3.25979, 1.60899, -0.47712], [3.28534, 1.29023, -2.13302], [4.74101, 2.08500, 0.31399], [0.57232, 1.11166, -0.14456], [0.25498, 5.89497, -5.84326], [0.34284, 4.49294, -4.33167], [-0.00385, 4.67063, -3.01156], [0.20480, 3.49270, -2.39815], [0.67230, 2.56554, -3.24604], [0.76015, 3.15777, -4.42787], [-0.36753, 5.53953, -2.49034], [0.07515, 3.25376, -1.42491], [1.12857, 2.62500, -5.28930]], "lowdin_charge": [0.70, -0.06, -0.10, -0.14, -0.04, -0.19, 0.15, -0.20, -0.02, -0.04, 0.00, -0.13, 0.02, -0.29, 0.13, 0.13, -0.30, 0.10, -0.14, -0.01, -0.04, -0.02, -0.19, -0.05, -0.11, -0.18, -0.04, -0.19, 0.14, 0.02, 0.14, 0.13, 0.13, 0.11, 0.12, 0.11, 0.12, 0.12, 0.12, 0.12, 0.12, 0.14, 0.14, 0.10, 0.12, 0.12, 0.66, -1.48, 0.93, -1.11, -1.15, 0.67, 0.93, 0.64, 0.91, -0.77, -0.12, 0.00, -0.14, -0.18, 0.13, 0.09, 0.12], "charge": 1, "e_tot_ha": -4008.3380, "max_force_ev_per_a": 1.81, "multiplicity": 2, "orbital_gap_ev": [6.8455, 5.9464]}